# 1
# C4HNOS

One molecule with the formula C4HNOS (ωB97M-V/def2-TZVPD, the OMol25 dataset).

ORCA input file:
```
! wB97M-V def2-TZVPD RIJCOSX def2/J DEFGRID3
* xyz 0 1
N 0.598 -3.847 -0.899
C 0.144 -2.672 -0.846
C -0.139 -1.374 -0.434
C -0.453 -0.261 -0.033
C -0.458 1.140 0.445
O -1.438 1.578 0.961
S 1.129 2.135 0.307
H 0.618 3.301 0.499
*
```

Summary:
- energy relative to the best compared isomer or geometry (same formula, charge and spin) (kcal/mol) = 23.7
- HOMO-LUMO gap (eV) = 9.29
- HOMO level (eV) = -10.667
- LUMO level (eV) = -1.38
- E_tot (eV) = -18533.2267


# 2
# C13H12Br18FN2O2

C13H12Br18FN2O2 as an isolated structure (ωB97M-V/def2-TZVPD, the OMol25 dataset).

ORCA input file:
```
! wB97M-V def2-TZVPD RIJCOSX def2/J DEFGRID3
* xyz 1 1
O 4.099 -0.830 1.065
C 3.918 -0.093 1.965
F 4.580 -0.170 3.104
N 2.994 0.968 2.011
C 1.922 0.764 1.073
O 2.007 1.003 -0.081
C 0.659 0.170 1.660
C 0.625 -1.207 1.802
C -0.511 -1.768 2.353
N -1.523 -0.976 2.725
C -1.516 0.366 2.600
C -0.405 0.977 2.057
H 2.615 0.935 2.958
H 1.464 -1.808 1.486
H -0.565 -2.830 2.506
H -2.340 -1.407 3.144
H -2.340 0.989 2.932
H -0.364 2.048 1.938
C -0.493 -4.193 -1.033
Br -1.557 -2.982 0.038
Br -0.039 -3.414 -2.729
Br 1.072 -4.740 -0.059
H -1.093 -5.072 -1.222
C 0.932 -3.027 -6.658
Br 2.843 -3.204 -6.779
Br 0.434 -1.636 -5.418
Br 0.122 -2.758 -8.379
H 0.548 -3.958 -6.264
C 5.224 -4.022 -0.424
Br 4.012 -3.692 -1.880
Br 4.709 -5.591 0.575
Br 7.048 -4.118 -1.016
H 5.149 -3.179 0.249
C -2.905 3.262 5.703
Br -1.722 4.679 6.223
Br -4.283 3.861 4.507
Br -1.926 1.768 4.930
H -3.385 2.897 6.600
C 1.101 2.313 -6.771
Br 0.651 2.714 -4.940
Br 2.622 1.142 -6.880
Br -0.408 1.609 -7.736
H 1.377 3.244 -7.244
C -7.156 6.198 1.768
Br -8.020 6.909 3.330
Br -5.676 7.290 1.207
Br -6.617 4.363 2.034
H -7.881 6.201 0.968
*
```

Summary:
- HOMO-LUMO gap (eV) = 7.11
- HOMO level (eV) = -11.630
- LUMO level (eV) = -4.52
- E_tot (eV) = -1284223.9521


# 3
# C6H13N3S2

One molecule with the formula C6H13N3S2 (ωB97M-V/def2-TZVPD, the OMol25 dataset).

ORCA input file:
```
! wB97M-V def2-TZVPD RIJCOSX def2/J DEFGRID3
* xyz 0 1
C -3.843 -0.913 0.002
N -3.122 0.361 0.000
C -2.362 0.577 1.217
C -1.049 -0.266 1.212
N -0.279 -0.028 -0.027
N 0.903 -0.745 -0.022
C 2.129 -0.152 0.047
S 3.531 -1.071 0.016
S 2.237 1.594 -0.032
C -1.058 -0.312 -1.232
C -2.298 0.566 -1.186
H -4.512 -0.875 -0.893
H -4.507 -0.980 0.878
H -3.250 -1.851 -0.038
H -3.000 0.358 2.050
H -2.073 1.617 1.227
H -0.485 0.100 2.105
H -1.239 -1.323 1.358
H 0.913 -1.762 0.082
H 0.942 1.688 0.272
H -1.277 -1.396 -1.327
H -0.466 0.016 -2.098
H -2.017 1.613 -1.355
H -2.944 0.297 -2.015
*
```

Summary:
- energy relative to the best compared isomer or geometry (same formula, charge and spin) (kcal/mol) = 5.2
- HOMO-LUMO gap (eV) = 8.91
- HOMO level (eV) = -8.324
- LUMO level (eV) = 0.59
- E_tot (eV) = -32572.3068


# 4
# C4H11NO3

A 2-piece molecular cluster, C4H11NO3 overall (ωB97M-V/def2-TZVPD, the OMol25 dataset).

ORCA input file:
```
! wB97M-V def2-TZVPD RIJCOSX def2/J DEFGRID3
* xyz 0 1
O -3.477 0.053 1.242
C -2.509 -0.325 0.623
N -1.089 -0.087 0.877
C -0.449 0.475 -0.358
C 1.065 0.230 -0.287
C 1.846 1.421 0.106
O 2.986 1.177 0.857
H -2.817 -0.929 -0.193
H -0.842 0.658 1.606
H -0.812 -0.074 -1.220
H -0.603 1.539 -0.565
H 1.761 -0.411 -1.094
H 1.168 -0.658 0.470
H 2.348 1.986 -0.719
H 1.299 2.285 0.537
H 2.804 0.452 1.584
O -1.088 -2.262 -1.209
H -0.993 -3.027 -1.761
H -0.600 -2.504 -0.495
*
```

Summary:
- energy relative to the best compared isomer or geometry (same formula, charge and spin) (kcal/mol) = 79.8
- HOMO-LUMO gap (eV) = 10.25
- HOMO level (eV) = -9.758
- LUMO level (eV) = 0.49
- E_tot (eV) = -11956.6486


# 5
# C3H6N2O3S

One molecule with the formula C3H6N2O3S (ωB97M-V/def2-TZVPD, the OMol25 dataset).

ORCA input file:
```
! wB97M-V def2-TZVPD RIJCOSX def2/J DEFGRID3
* xyz 0 1
C 1.129 -1.168 -0.523
C 1.426 -0.023 0.441
C 0.393 1.093 0.297
O 0.300 2.189 0.838
N -0.624 0.802 -0.644
N -2.010 1.341 -0.354
S -1.900 -0.234 -0.102
O -2.490 -1.101 -1.049
O -1.648 -0.585 1.235
H 0.127 -1.445 -0.783
H 1.779 -1.951 -0.230
H 1.472 -0.852 -1.457
H 2.322 0.526 0.409
H 1.588 -0.418 1.457
H -1.864 1.827 0.466
*
```

Summary:
- energy relative to the best compared isomer or geometry (same formula, charge and spin) (kcal/mol) = 85.4
- HOMO-LUMO gap (eV) = 10.98
- HOMO level (eV) = -10.554
- LUMO level (eV) = 0.43
- E_tot (eV) = -23162.2659


# 6
# C4H8NO2

C4H8NO2 as an isolated structure (ωB97M-V/def2-TZVPD, the OMol25 dataset).

ORCA input file:
```
! wB97M-V def2-TZVPD RIJCOSX def2/J DEFGRID3
* xyz 0 2
C 1.257 -0.454 -0.015
C 0.348 -1.626 0.422
C -1.176 -1.730 0.705
N 0.895 -2.799 0.838
C -0.565 3.565 -1.382
O 0.417 2.745 -1.554
O -1.780 3.236 -1.230
H 0.601 0.063 -0.745
H 1.429 0.291 0.784
H 2.189 -0.732 -0.511
H 0.942 -1.945 1.620
H -1.572 -0.783 0.314
H -1.317 -1.868 1.791
H -1.353 -2.577 0.059
H -0.316 4.615 -1.096
*
```

Summary:
- energy relative to the best compared isomer or geometry (same formula, charge and spin) (kcal/mol) = 124.7
- HOMO-LUMO gap (spin up / spin down) (eV) = 8.07 / 3.43
- HOMO level (spin up / spin down) (eV) = -7.530 / -7.519
- LUMO level (spin up / spin down) (eV) = 0.54 / -4.09
- E_tot (eV) = -9855.8158
- expectation value of S² = 0.755